No. 1
The following is a quantum chemistry calculation of a cluster of 5 separate species, C23H56BIO5 in total, from OMol25.

Each line ends with the Mulliken charge.
Atoms and positions in Å:
C  -5.0658  4.9418  -5.0696  -0.6763
O  -6.3154  4.3148  -4.8976  -0.4029
C  -6.5517  3.1388  -5.6425  -0.7439
C  -6.3640  1.8837  -4.8083  -0.1514
C  -4.9548  1.7488  -4.2372  -0.4764
C  -4.6422  0.3570  -3.7112  -0.2224
C  -5.4545  -0.0334  -2.4641  -0.5649
C  -4.5990  -0.5329  -1.2695  -0.8057
B  -3.9110  0.6201  -0.4878  0.1853
I  -2.2403  1.7415  -1.2270  -0.0828
H  -5.2132  5.9615  -5.4273  0.2706
H  -4.5302  4.9809  -4.1193  0.2321
H  -4.4372  4.4093  -5.7864  0.3135
H  -7.5808  3.1859  -6.0036  0.3595
H  -5.9001  3.0925  -6.5221  0.4099
H  -7.1103  1.8844  -4.0106  0.3138
H  -6.5848  1.0228  -5.4482  0.1178
H  -4.2378  2.0063  -5.0238  0.2956
H  -4.8223  2.4885  -3.4435  0.1583
H  -4.8097  -0.3770  -4.5033  0.0458
H  -3.5789  0.3028  -3.4733  0.3566
H  -6.1283  -0.8514  -2.7227  0.1938
H  -6.0880  0.7940  -2.1390  0.3545
H  -5.2697  -1.0342  -0.5670  0.3190
H  -3.8966  -1.2883  -1.6295  0.3051
H  -4.3025  0.9563  0.5811  -0.0944
C  4.6442  0.0128  -0.9863  -0.5459
C  3.8710  0.8603  -1.9812  -0.3917
O  2.5154  0.4768  -2.1259  -0.4349
C  1.7354  0.5376  -0.9450  -0.1236
C  1.6438  1.9250  -0.3325  -1.0650
H  4.5349  -1.0476  -1.2184  0.3290
H  5.7036  0.2689  -1.0131  0.4296
H  4.2944  0.1711  0.0342  -0.2806
H  4.3031  0.7555  -2.9764  0.3522
H  3.9439  1.9207  -1.7122  0.2833
H  2.1041  -0.1811  -0.2027  0.1967
H  0.7430  0.2015  -1.2461  0.2466
H  2.6009  2.2583  0.0725  0.2484
H  0.9211  1.9238  0.4843  0.3735
H  1.3219  2.6517  -1.0802  0.3455
C  3.7248  0.7551  2.9254  -1.1359
C  4.5322  -0.5330  2.9544  -0.3718
O  5.9024  -0.3450  3.2502  -0.4304
C  6.1829  0.2234  4.5178  -0.4311
C  5.6930  -0.6051  5.6927  -0.7847
H  4.2024  1.4889  2.2736  0.2817
H  2.7183  0.5593  2.5523  0.3712
H  3.6297  1.1980  3.9178  0.4135
H  4.5159  -0.9964  1.9677  0.3741
H  4.0816  -1.2521  3.6481  0.3167
H  5.7853  1.2434  4.5776  0.3000
H  7.2695  0.3051  4.5512  0.3489
H  4.6036  -0.6297  5.7508  0.2736
H  6.0598  -0.1867  6.6304  0.2031
H  6.0495  -1.6326  5.6113  0.2937
C  8.5600  -1.5149  10.4468  -1.1731
C  7.7855  -0.6914  9.4317  -0.2779
O  6.4246  -1.0620  9.3076  -0.3948
C  5.6390  -0.9240  10.4776  -0.2971
C  5.5468  0.5019  10.9944  -1.0875
H  8.4327  -2.5798  10.2488  0.3194
H  9.6218  -1.2745  10.3871  0.3945
H  8.2349  -1.3182  11.4694  0.2695
H  8.2075  -0.8421  8.4375  0.3215
H  7.8754  0.3774  9.6585  0.3465
H  6.0011  -1.5939  11.2660  0.2964
H  4.6481  -1.2768  10.1915  0.3338
H  6.5010  0.8610  11.3826  0.2690
H  4.8201  0.5565  11.8055  0.3991
H  5.2296  1.1756  10.1972  0.2894
C  -6.2949  -2.9888  -8.9750  -1.1020
C  -5.4165  -2.3228  -7.9294  -0.3331
O  -6.0725  -2.0798  -6.6979  -0.3673
C  -6.5417  -3.2259  -6.0116  -0.3739
C  -5.4438  -4.1968  -5.6105  -1.0960
H  -7.2257  -2.4340  -9.0992  0.3004
H  -5.7754  -3.0156  -9.9332  0.3957
H  -6.5451  -4.0164  -8.7075  0.2641
H  -5.1079  -1.3380  -8.2805  0.3266
H  -4.5021  -2.9060  -7.7704  0.3205
H  -7.3118  -3.7391  -6.5988  0.3467
H  -7.0313  -2.8352  -5.1189  0.3463
H  -4.9915  -4.6855  -6.4746  0.2955
H  -5.8543  -4.9770  -4.9688  0.3941
H  -4.6558  -3.6757  -5.0649  0.2778

Properties
HOMO-LUMO gap in hartree: 0.3482
SMILES: COCCCCCCBI.CCOCC.CCOCC.CCOCC.CCOCC
Electronic energy in Ha: -1608.5779
Net charge: 0


No. 2
The following is a quantum chemistry calculation of a structure of composition C23H23FI2IrN4O3, from OMol25.

Each line ends with the Mulliken charge.
Atoms and positions in Å:
Ir  -0.8490  -0.0116  0.5192  1.0045
F  -3.9158  -0.6473  -5.5734  -0.3333
C  -3.6005  0.5029  -4.9497  0.3922
C  -2.9923  0.4258  -3.7333  -0.7593
C  -2.5908  1.5907  -3.0711  0.7804
C  -1.8803  1.5095  -1.8066  1.4347
O  -1.7769  0.3665  -1.2679  -0.9230
C  -1.3489  2.7147  -1.3030  -0.6520
C  -1.6875  3.8937  -1.9237  -0.4009
N  -2.4446  3.9868  -3.0195  0.2208
C  -2.7793  5.3039  -3.5375  -0.2640
C  -3.2985  6.3262  -2.5756  -0.9402
C  -4.2237  5.7081  -3.5787  -0.4389
C  -2.8548  2.8274  -3.6698  -0.3627
C  -3.5037  2.8848  -4.9078  -0.6354
C  -3.8745  1.7331  -5.5834  -0.9222
N  -4.5066  1.8317  -6.8376  0.1946
C  -5.1695  0.6851  -7.4592  -0.7188
C  -5.9714  1.1823  -8.6695  -0.7683
N  -6.3526  2.6133  -8.4250  -0.1498
C  -5.1329  3.4999  -8.4899  -0.7465
C  -3.9696  2.7448  -7.8374  -0.6526
C  -0.4283  2.8567  -0.1312  0.7024
O  -0.0256  3.9428  0.1872  -0.5845
O  -0.0466  1.7543  0.5096  -0.5010
H  -2.7926  -0.5420  -3.2948  0.5969
H  -1.3281  4.8230  -1.5015  0.7342
H  -2.1167  5.6344  -4.3278  0.3866
H  -2.9784  7.3477  -2.7164  0.2710
H  -3.4188  6.0266  -1.5437  0.3432
H  -4.5493  6.3091  -4.4164  0.3092
H  -4.9509  4.9979  -3.2087  0.2628
H  -3.7297  3.8511  -5.3323  0.7513
H  -5.8416  0.2282  -6.7354  0.5221
H  -4.4764  -0.0845  -7.8069  0.4168
H  -6.8756  0.5973  -8.8177  0.3958
H  -5.3962  1.1737  -9.5932  0.3545
H  -6.7532  2.6829  -7.4877  0.3767
H  -7.0619  2.9291  -9.0870  0.3470
H  -5.3824  4.4242  -7.9730  0.4327
H  -4.9428  3.7170  -9.5393  0.3776
H  -3.2843  3.4568  -7.3894  0.4509
H  -3.3998  2.1939  -8.5941  0.3306
N  -1.5103  -1.6438  0.5615  -0.4078
C  -2.0036  -2.8631  0.5779  0.4196
C  -1.3425  -3.8903  -0.1504  -0.3231
C  -1.8543  -5.1651  -0.1173  -0.5041
C  -3.0029  -5.4499  0.6245  -0.4344
C  -3.6469  -4.4443  1.3484  -0.5035
C  -3.1646  -3.1574  1.3399  -0.2849
H  -0.4447  -3.6473  -0.7015  0.4814
H  -1.3584  -5.9537  -0.6667  0.3999
H  -3.3906  -6.4589  0.6459  0.4148
H  -4.5294  -4.6789  1.9278  0.4035
H  -3.6388  -2.3665  1.9043  0.4606
I  0.5903  -0.2799  2.6854  0.2079
I  0.5804  -2.8735  3.2645  0.0340

Properties
HOMO-LUMO gap (spin up / spin down) in hartree: 0.2294 / 0.2672
Relative energy (zero: lowest compared OMol25 entry of this formula, charge and spin) in kcal per mole: 0.1
Electronic energy in Ha: -2134.0141
Multiplicity: 2
Net charge: +2


No. 3
The following is a quantum chemistry calculation of the molecule C4H2O2, from OMol25.

Each line ends with the Mulliken charge.
Atoms and positions in Å:
C  -0.5906  -1.1066  -1.6090  -0.4379
C  -1.3912  -0.7049  -0.6076  0.3654
C  -2.2581  0.2761  1.0047  0.7374
C  -0.0496  -0.2852  -0.3127  -0.6575
O  -1.9843  0.9559  1.9107  -0.3824
O  -2.7525  -0.3771  0.1703  -0.1443
H  0.6555  -0.7228  0.3183  0.2547
H  0.3033  0.7200  -0.4556  0.2645

Properties
HOMO-LUMO gap (spin up / spin down) in hartree: 0.2433 / 0.2598
Relative energy (zero: lowest compared OMol25 entry of this formula, charge and spin) in kcal per mole: 130.8
Electronic energy in Ha: -303.7259
Multiplicity: 3
Net charge: 0


No. 4
The following is a quantum chemistry calculation of a structure of composition C8H11N6, from OMol25.

Each line ends with the Mulliken charge.
Atoms and positions in Å:
C  3.0936  -0.2861  -0.5835  -0.6705
C  3.1908  0.9764  0.0274  -0.2932
C  1.0841  0.9671  0.9059  -0.4152
C  -2.5914  -1.0387  -0.3308  0.0026
C  -0.9485  -1.8586  0.8629  -0.0015
C  0.8334  -0.3337  0.3544  0.4149
C  1.8596  -0.9681  -0.3710  0.5074
C  -2.4525  2.1700  0.1694  -0.6370
N  2.2315  1.5962  0.7138  -0.5997
N  -2.2984  -1.9637  0.5054  -0.4834
N  -1.6654  -0.1161  -0.6251  0.2671
N  -0.4246  -0.7571  0.5443  -0.0176
N  1.5621  -2.1685  -0.8208  -0.3116
N  -1.7806  1.2046  -0.7755  -0.3827
H  3.8933  -0.7139  -1.1052  0.4211
H  4.1482  1.4820  -0.1002  0.3601
H  0.4557  1.5619  1.5633  0.4883
H  -3.6906  -0.7936  -0.5518  0.4043
H  -0.4494  -2.5954  1.6089  0.3811
H  -2.8823  3.0227  -0.3475  0.3113
H  -3.3279  1.6692  0.6628  0.3157
H  -1.6447  2.5507  0.9095  0.2156
H  2.1758  -2.6928  -1.3640  0.1902
H  0.5371  -2.3875  -0.8419  0.2270
H  -0.9086  1.4731  -1.0106  0.3059

Properties
HOMO-LUMO gap in hartree: 0.2844
Relative energy (zero: lowest compared OMol25 entry of this formula, charge and spin) in kcal per mole: 131.5
Electronic energy in Ha: -639.6067
Net charge: +1


Values of strongest force on any atom, in order: 0.29 0.44 7.92 4.31, all in eV/A.